A:
Computed, not measured: a 10-piece molecular cluster, C60H140 overall, with wB97M-V/def2-TZVPD.

Each line ends with the Mulliken charge.
CARTESIAN COORDINATES (ANGSTROEM)
C (-0.4680, -0.2972, 4.3130)  -1.113
C (-0.5847, 1.2227, 4.5675)  0.247
C (-1.1535, 1.5699, 5.9609)  -0.707
C (-0.9823, 3.1041, 6.3150)  -0.922
C (-2.1528, 3.9350, 5.8097)  0.256
C (-1.9738, 5.4382, 6.0627)  -1.463
H (0.0212, -0.5496, 3.3722)  -0.086
H (-1.4448, -0.7802, 4.3355)  0.232
H (0.0383, -0.7395, 5.1711)  0.555
H (0.4304, 1.6198, 4.5657)  0.446
H (-1.1239, 1.7110, 3.7558)  -0.134
H (-0.5835, 0.9596, 6.6614)  0.610
H (-2.2034, 1.2824, 5.9045)  0.055
H (-0.8414, 3.1236, 7.3956)  0.393
H (-0.0203, 3.4631, 5.9493)  0.330
H (-2.1317, 3.8272, 4.7253)  0.175
H (-3.1242, 3.5754, 6.1492)  0.089
H (-1.1441, 5.7414, 5.4241)  0.297
H (-2.8679, 5.9516, 5.7090)  0.398
H (-1.6454, 5.6300, 7.0842)  0.345
C (0.4455, -9.9327, 4.4636)  -1.152
C (0.1265, -9.3475, 3.0221)  -0.256
C (1.1956, -9.8283, 1.9452)  -0.906
C (1.1415, -9.1079, 0.6230)  -0.730
C (1.3708, -7.5539, 0.5870)  -0.096
C (1.0453, -6.9965, -0.7460)  -0.878
H (-0.0960, -10.8614, 4.6433)  0.293
H (-0.0303, -9.2377, 5.1554)  0.330
H (1.4774, -10.1907, 4.7019)  0.343
H (-0.8156, -9.6930, 2.5964)  0.316
H (0.1096, -8.2577, 3.0331)  0.201
H (1.1552, -10.9154, 1.8780)  0.380
H (2.2061, -9.6985, 2.3325)  0.381
H (1.8873, -9.4897, -0.0742)  0.336
H (0.1811, -9.2977, 0.1437)  0.363
H (0.7723, -7.0444, 1.3422)  0.152
H (2.3894, -7.2647, 0.8460)  0.277
H (-0.0145, -7.1672, -0.9350)  0.313
H (1.2505, -5.9277, -0.6855)  -0.045
H (1.6090, -7.4685, -1.5508)  0.389
C (-3.1236, 0.6408, 1.4803)  -0.428
C (-4.0630, 0.2824, 2.6317)  -0.158
C (-4.2633, 1.3684, 3.7359)  0.590
C (-5.1010, 0.8717, 4.9527)  -0.633
C (-6.5757, 0.5165, 4.5307)  -0.333
C (-7.4130, 0.5257, 5.8471)  -1.329
H (-3.5114, 1.4597, 0.8744)  0.238
H (-2.9521, -0.2682, 0.9037)  0.068
H (-2.1879, 0.9560, 1.9420)  -0.207
H (-5.0691, 0.1832, 2.2243)  0.250
H (-3.6666, -0.6079, 3.1200)  0.184
H (-4.6585, 2.3205, 3.3816)  0.500
H (-3.2299, 1.5957, 3.9977)  -1.046
H (-4.5697, 0.0401, 5.4157)  0.377
H (-5.1378, 1.7238, 5.6314)  0.314
H (-6.8710, 1.2811, 3.8121)  0.398
H (-6.7268, -0.4246, 4.0019)  0.137
H (-7.0586, -0.2084, 6.5706)  0.321
H (-7.3014, 1.4859, 6.3507)  0.337
H (-8.4823, 0.4031, 5.6750)  0.403
C (-1.7854, -3.5730, -0.0876)  -0.352
C (-2.5365, -4.1899, 1.1213)  -0.375
C (-4.0853, -4.2998, 0.9537)  -0.935
C (-4.7157, -2.9100, 1.1834)  0.668
C (-6.0152, -2.6867, 0.4663)  -0.642
C (-7.1295, -3.5010, 1.0881)  -1.232
H (-0.7253, -3.8253, -0.0630)  0.089
H (-1.8677, -2.4864, -0.0598)  -0.143
H (-2.2100, -3.9301, -1.0258)  0.402
H (-2.2527, -5.2403, 1.1868)  0.238
H (-2.2807, -3.6905, 2.0557)  0.191
H (-4.4490, -5.1322, 1.5562)  0.487
H (-4.2739, -4.6691, -0.0543)  0.287
H (-4.8604, -2.7664, 2.2542)  0.283
H (-4.0558, -2.1098, 0.8483)  -0.572
H (-6.3185, -1.6446, 0.5666)  0.262
H (-5.9857, -3.0060, -0.5754)  0.374
H (-7.4125, -3.0546, 2.0414)  0.269
H (-8.0106, -3.4997, 0.4464)  0.380
H (-6.8305, -4.5225, 1.3227)  0.311
C (1.0442, 3.5172, -6.1613)  -1.091
C (0.2289, 4.3558, -7.0649)  -0.471
C (0.7853, 4.5391, -8.5028)  -0.587
C (-0.2659, 4.9348, -9.4928)  -0.722
C (-1.0891, 6.1836, -9.0200)  -0.158
C (-1.9080, 6.8505, -10.1084)  -1.407
H (1.9320, 4.0639, -5.8435)  0.309
H (1.3810, 2.6381, -6.7108)  0.393
H (0.4535, 3.0813, -5.3556)  0.112
H (-0.8100, 4.0411, -6.9665)  0.447
H (0.0917, 5.3286, -6.5928)  0.311
H (1.0965, 3.5599, -8.8666)  0.309
H (1.5987, 5.2618, -8.4382)  0.326
H (0.2190, 5.2506, -10.4165)  0.337
H (-0.9944, 4.1459, -9.6800)  0.332
H (-1.6870, 5.9296, -8.1448)  0.228
H (-0.4011, 6.9776, -8.7295)  0.290
H (-1.3411, 7.1113, -11.0021)  0.347
H (-2.6602, 6.1912, -10.5415)  0.351
H (-2.3544, 7.7605, -9.7075)  0.357
C (7.1436, -3.9047, 4.1029)  -1.181
C (6.5089, -3.2289, 2.8396)  -0.588
C (5.8749, -1.8790, 3.2545)  -0.219
C (4.5014, -2.1320, 3.9877)  -1.012
C (3.6473, -0.9394, 4.1160)  1.025
C (4.1647, 0.1764, 5.0882)  -1.477
H (6.4726, -4.0652, 4.9468)  0.304
H (8.0254, -3.3470, 4.4187)  0.308
H (7.4749, -4.9004, 3.8080)  0.383
H (7.2154, -3.1096, 2.0182)  0.371
H (5.7460, -3.9330, 2.5074)  0.288
H (5.6334, -1.2385, 2.4063)  0.085
H (6.6004, -1.2681, 3.7917)  0.367
H (3.9420, -2.8738, 3.4176)  0.315
H (4.6728, -2.6263, 4.9439)  0.422
H (3.6055, -0.5685, 3.0919)  -0.560
H (2.6382, -1.2906, 4.3316)  0.146
H (5.1713, 0.4858, 4.8071)  0.325
H (3.5910, 1.1016, 5.1435)  0.310
H (4.2068, -0.1249, 6.1349)  0.419
C (1.7887, -4.2686, -3.9574)  -0.826
C (2.1820, -3.8005, -5.3610)  -0.563
C (2.3202, -4.8830, -6.4124)  -0.900
C (3.5693, -5.8433, -6.2611)  -0.416
C (3.5805, -6.8003, -7.4446)  -0.507
C (4.8084, -7.6993, -7.4536)  -1.245
H (2.4687, -4.9418, -3.4354)  0.371
H (0.8533, -4.8282, -3.9579)  0.367
H (1.6613, -3.4149, -3.2918)  0.085
H (1.3864, -3.1936, -5.7932)  0.301
H (3.0610, -3.1657, -5.4716)  0.335
H (2.4596, -4.4169, -7.3878)  0.401
H (1.4121, -5.4759, -6.5213)  0.373
H (4.5465, -5.3681, -6.1752)  0.345
H (3.4662, -6.3912, -5.3244)  0.245
H (2.6743, -7.4044, -7.4000)  0.283
H (3.4532, -6.3154, -8.4124)  0.404
H (4.7747, -8.2922, -6.5395)  0.302
H (4.7714, -8.3192, -8.3493)  0.368
H (5.7157, -7.0967, -7.4972)  0.319
C (1.5495, 5.4932, 0.5102)  -1.404
C (2.2076, 4.6183, 1.5256)  -0.059
C (3.3785, 3.8065, 0.9591)  -0.274
C (3.9991, 2.7292, 1.8981)  0.200
C (5.4106, 2.1106, 1.3994)  -0.117
C (6.6201, 3.0135, 1.4226)  -1.490
H (0.6155, 5.8197, 0.9674)  0.327
H (1.3049, 5.0202, -0.4408)  0.246
H (2.0971, 6.4070, 0.2792)  0.452
H (2.7128, 5.2400, 2.2648)  0.434
H (1.5081, 3.9203, 1.9856)  0.070
H (4.2009, 4.4187, 0.5890)  0.333
H (3.0023, 3.2177, 0.1226)  -0.055
H (4.0933, 3.0417, 2.9381)  0.520
H (3.3002, 1.8979, 1.8053)  -0.584
H (5.5814, 1.2626, 2.0625)  0.010
H (5.2062, 1.8027, 0.3740)  0.314
H (7.5777, 2.5185, 1.2612)  0.417
H (6.5807, 3.7877, 0.6563)  0.343
H (6.7361, 3.5162, 2.3828)  0.318
C (-0.5449, 2.5597, -2.0568)  -1.144
C (0.2861, 2.1030, -0.9456)  0.687
C (0.2712, 0.6013, -0.7028)  -0.413
C (1.5313, 0.2142, 0.1239)  -0.084
C (1.6381, -1.3169, 0.4019)  0.078
C (1.7028, -2.1311, -0.8799)  -1.657
H (-0.3651, 2.0506, -3.0037)  0.281
H (-0.5467, 3.6368, -2.2233)  0.014
H (-1.5460, 2.2654, -1.7416)  0.252
H (1.3043, 2.4826, -1.0318)  -0.010
H (-0.1661, 2.5626, -0.0667)  0.089
H (0.1301, 0.0216, -1.6150)  0.443
H (-0.6485, 0.3986, -0.1540)  -0.348
H (2.5074, 0.5411, -0.2346)  0.518
H (1.4461, 0.6121, 1.1351)  -0.127
H (2.5194, -1.4506, 1.0293)  -0.037
H (0.8174, -1.6835, 1.0183)  0.113
H (0.7844, -2.1247, -1.4670)  0.399
H (2.5927, -1.8826, -1.4582)  0.415
H (1.8261, -3.1814, -0.6159)  0.384
C (-2.1385, 5.3976, -3.5582)  -1.233
C (-1.7393, 6.3418, -2.3945)  0.138
C (-2.9899, 7.0566, -1.8219)  -0.747
C (-2.6962, 8.0206, -0.6907)  -0.340
C (-3.8682, 8.8452, -0.2048)  -0.451
C (-4.3074, 9.9256, -1.1784)  -1.277
H (-2.8877, 4.6883, -3.2066)  0.367
H (-1.4123, 4.6962, -3.9691)  0.158
H (-2.6748, 5.8907, -4.3690)  0.456
H (-1.2768, 5.7459, -1.6077)  0.000
H (-0.9917, 7.0258, -2.7961)  0.291
H (-3.7830, 6.3547, -1.5642)  0.361
H (-3.3573, 7.6508, -2.6586)  0.223
H (-2.3496, 7.4915, 0.1970)  0.225
H (-1.9187, 8.6806, -1.0754)  0.302
H (-4.6411, 8.0873, -0.0771)  0.274
H (-3.6752, 9.3823, 0.7238)  0.321
H (-4.7100, 9.5662, -2.1254)  0.327
H (-5.0807, 10.5865, -0.7867)  0.363
H (-3.5223, 10.5936, -1.5327)  0.320

## Properties
frontier orbital gap = 11.0 eV
total charge = 0
E_HOMO = -0.384 hartree
SMILES = CCCCCC.CCCCCC.CCCCCC.CCCCCC.CCCCCC.CCCCCC.CCCCCC.CCCCCC.CCCCCC.CCCCCC

---

B:
Computed, not measured: a 10-piece molecular cluster, C60H140 overall, with wB97M-V/def2-TZVPD.

Each line ends with the Mulliken charge.
CARTESIAN COORDINATES (ANGSTROEM)
C (8.1407, 16.1821, 11.8260)  -1.772
C (8.3981, 16.3330, 13.3463)  1.062
C (7.2939, 15.8630, 14.1912)  -0.982
C (7.5621, 15.9713, 15.6828)  -0.053
C (8.0285, 17.4075, 16.1483)  -0.006
C (8.4405, 17.4203, 17.6236)  -0.344
H (7.2950, 16.7958, 11.5297)  0.465
H (7.9048, 15.1408, 11.5811)  0.340
H (9.0096, 16.4850, 11.2273)  0.339
H (9.3538, 15.8154, 13.5520)  -0.693
H (8.6456, 17.3502, 13.6103)  0.469
H (6.9460, 14.8645, 13.8812)  0.323
H (6.3774, 16.4432, 13.9315)  0.430
H (6.7360, 15.7932, 16.3776)  0.467
H (8.4246, 15.3600, 16.0134)  -0.338
H (8.8589, 17.8231, 15.5718)  -0.215
H (7.2645, 18.1936, 16.1113)  0.343
H (8.5722, 18.4687, 17.9707)  -0.224
H (7.6951, 16.9303, 18.2347)  0.558
H (9.3811, 16.9026, 17.7677)  -0.190
C (9.8766, 9.1282, 15.6114)  -1.429
C (10.9252, 10.1988, 15.9889)  -0.395
C (10.6456, 11.5703, 15.3222)  0.263
C (10.4295, 11.5558, 13.8200)  -0.705
C (10.1307, 12.8767, 13.2605)  1.049
C (10.4049, 12.9166, 11.7354)  -1.645
H (10.1145, 8.2845, 16.2416)  0.469
H (10.0707, 8.8227, 14.5848)  0.311
H (8.8499, 9.4299, 15.7769)  0.301
H (11.0482, 10.3402, 17.0857)  0.337
H (11.8858, 9.7847, 15.5799)  0.195
H (11.4336, 12.2881, 15.5835)  -0.115
H (9.6865, 12.0179, 15.7011)  0.225
H (11.3886, 11.2465, 13.3657)  0.217
H (9.6602, 10.8340, 13.4721)  0.337
H (9.0966, 13.1579, 13.4577)  0.163
H (10.7518, 13.6996, 13.6456)  -0.674
H (11.4529, 12.9282, 11.4900)  0.382
H (9.8788, 12.1331, 11.1964)  0.416
H (10.0085, 13.8769, 11.4148)  0.330
C (14.2904, 23.0902, 11.7901)  -1.365
C (13.5692, 21.9000, 12.3760)  -0.641
C (14.3330, 21.2635, 13.5718)  0.763
C (14.3336, 22.1507, 14.8027)  -0.539
C (15.0199, 21.5603, 16.0247)  0.780
C (15.0347, 22.4820, 17.2521)  -1.623
H (13.7676, 23.4250, 10.9076)  0.436
H (15.2745, 22.8561, 11.4198)  0.313
H (14.3584, 24.0041, 12.4024)  0.310
H (12.5484, 22.2113, 12.6028)  0.285
H (13.4789, 21.1271, 11.5865)  0.347
H (15.3002, 20.9755, 13.1800)  0.569
H (13.7764, 20.3691, 13.8767)  -0.918
H (14.8269, 23.0852, 14.5541)  0.611
H (13.2997, 22.3696, 15.1069)  -0.168
H (14.4776, 20.6137, 16.1506)  -0.772
H (16.0392, 21.2742, 15.7444)  0.552
H (14.0521, 22.8365, 17.5530)  0.284
H (15.5109, 22.0729, 18.1740)  0.344
H (15.6154, 23.3522, 16.9854)  0.438
C (11.7697, 17.9130, 19.6810)  0.180
C (12.8867, 18.2251, 20.6674)  -0.467
C (12.8583, 19.5890, 21.3411)  0.232
C (13.8715, 19.8159, 22.4875)  -0.398
C (13.6063, 21.0705, 23.2705)  -0.703
C (13.6435, 22.3782, 22.4663)  -1.227
H (10.8360, 17.8558, 20.2071)  0.781
H (11.8207, 16.9455, 19.1702)  -0.343
H (11.6812, 18.6742, 18.8970)  -0.453
H (13.0019, 17.4984, 21.4813)  0.407
H (13.8268, 18.1979, 20.0857)  -0.292
H (11.8899, 19.8076, 21.8312)  -0.135
H (12.9802, 20.3808, 20.5614)  0.198
H (13.7934, 18.9644, 23.1535)  0.248
H (14.8695, 19.8275, 22.0396)  0.215
H (12.5942, 20.9717, 23.6994)  0.303
H (14.2788, 21.1915, 24.1233)  0.382
H (13.5729, 23.1976, 23.1876)  0.404
H (14.6432, 22.5037, 22.0560)  0.313
H (12.9348, 22.5571, 21.6817)  0.245
C (13.7667, 14.6768, 19.2492)  -0.248
C (12.7976, 13.4657, 19.3333)  -0.717
C (11.3482, 13.9308, 19.3283)  0.511
C (10.3137, 12.8238, 19.2467)  -0.134
C (8.9074, 13.3419, 18.9176)  0.593
C (8.2818, 14.3452, 19.8605)  -1.232
H (13.6120, 15.3356, 18.3847)  -0.513
H (14.8325, 14.3681, 19.2197)  0.490
H (13.6909, 15.2931, 20.1625)  0.133
H (12.9872, 12.8428, 18.4420)  0.142
H (13.0503, 12.8633, 20.1959)  0.475
H (11.3218, 14.6196, 18.4878)  -0.357
H (11.1323, 14.4547, 20.2707)  0.267
H (10.5923, 12.0367, 18.5310)  -0.399
H (10.2820, 12.4645, 20.2865)  0.362
H (8.9827, 13.8717, 17.9519)  -0.501
H (8.2723, 12.4573, 18.7053)  0.396
H (8.4300, 14.0024, 20.8917)  0.389
H (8.7770, 15.3173, 19.8678)  0.060
H (7.2152, 14.5718, 19.7630)  0.375
C (10.9467, 20.3427, 15.9399)  0.172
C (10.9354, 21.7094, 16.6246)  -0.214
C (9.7303, 21.9302, 17.5064)  -1.115
C (9.7930, 21.2533, 18.8343)  1.015
C (8.5413, 21.1539, 19.6522)  -0.766
C (8.6410, 20.2744, 20.8754)  -0.697
H (11.0036, 19.4793, 16.5954)  -0.209
H (11.7607, 20.2958, 15.2022)  -0.318
H (10.0309, 20.2280, 15.3683)  0.539
H (11.9099, 21.8360, 17.1374)  -0.252
H (10.8650, 22.4642, 15.8651)  0.510
H (8.7985, 21.6579, 17.0104)  0.324
H (9.6209, 23.0190, 17.7125)  0.402
H (10.1287, 20.2000, 18.6237)  -0.848
H (10.5881, 21.6353, 19.4758)  0.284
H (8.3055, 22.1630, 20.0107)  0.489
H (7.6612, 20.8500, 19.0540)  0.246
H (7.8998, 20.5089, 21.6576)  0.400
H (8.5068, 19.2100, 20.6697)  0.115
H (9.6244, 20.3650, 21.3457)  -0.048
C (16.3955, 18.1205, 25.0158)  -1.212
C (17.2627, 18.3628, 23.7797)  -0.237
C (17.2295, 17.2083, 22.8019)  -0.479
C (17.9374, 17.3698, 21.4927)  -0.607
C (17.5509, 16.2596, 20.4974)  0.456
C (18.4847, 16.2182, 19.2539)  -1.320
H (15.3430, 18.2188, 24.8065)  0.241
H (16.6737, 18.9161, 25.7387)  0.340
H (16.5457, 17.1310, 25.4853)  0.387
H (16.8323, 19.2717, 23.3260)  0.143
H (18.3136, 18.5707, 24.0053)  0.405
H (16.1752, 16.9613, 22.6069)  0.171
H (17.6911, 16.3596, 23.3483)  0.314
H (17.7054, 18.3350, 20.9791)  0.268
H (19.0164, 17.2885, 21.6983)  0.304
H (17.5182, 15.2168, 20.8232)  0.354
H (16.4910, 16.4926, 20.2464)  -0.405
H (19.5017, 15.8167, 19.4384)  0.400
H (18.0863, 15.6706, 18.3890)  0.236
H (18.6749, 17.2470, 18.9379)  0.327
C (14.7555, 12.7185, 14.8251)  -0.737
C (16.1751, 13.1716, 15.2067)  0.683
C (17.2127, 12.4909, 14.3316)  -0.583
C (17.1625, 10.9582, 14.4180)  -0.679
C (18.3806, 10.3096, 13.8711)  -0.357
C (18.5176, 8.8348, 14.4114)  -1.237
H (14.1021, 13.2058, 15.5756)  -0.215
H (14.5042, 11.6334, 14.8643)  0.386
H (14.4863, 13.1820, 13.8736)  0.332
H (16.2200, 14.2655, 15.1464)  -0.855
H (16.3609, 12.8862, 16.2623)  0.357
H (18.2173, 12.7977, 14.6716)  0.419
H (17.0568, 12.7803, 13.2924)  0.248
H (17.1408, 10.6897, 15.4975)  0.279
H (16.2254, 10.5960, 13.9872)  0.282
H (18.3035, 10.4341, 12.7985)  0.338
H (19.2874, 10.8975, 14.1678)  0.307
H (19.4466, 8.3246, 14.1962)  0.385
H (18.3483, 8.8342, 15.4900)  0.329
H (17.6817, 8.3067, 13.9563)  0.300
C (15.9922, 16.7964, 9.4615)  -1.359
C (15.2832, 17.2939, 10.6958)  -0.398
C (16.3154, 17.7509, 11.7762)  -0.054
C (17.0351, 16.6440, 12.5569)  0.407
C (18.2744, 17.0920, 13.3273)  -0.770
C (18.9705, 16.1180, 14.3074)  -0.964
H (15.2979, 16.3357, 8.7695)  0.408
H (16.7554, 16.0251, 9.6839)  0.270
H (16.4269, 17.6410, 8.9281)  0.329
H (14.5314, 18.0636, 10.5804)  0.489
H (14.7835, 16.3866, 11.1095)  0.102
H (15.7394, 18.3467, 12.5050)  -0.441
H (17.0437, 18.4653, 11.3493)  0.574
H (16.3286, 16.0848, 13.1741)  -0.366
H (17.4361, 15.8802, 11.8765)  0.441
H (19.0836, 17.3046, 12.6240)  0.423
H (18.0385, 18.0196, 13.8528)  0.302
H (18.2031, 15.5604, 14.8998)  -0.153
H (19.5470, 15.3908, 13.7493)  0.456
H (19.6041, 16.6577, 15.0086)  0.334
C (12.0828, 17.1154, 13.6789)  -0.397
C (12.3418, 15.9850, 14.7251)  0.274
C (13.6285, 16.3216, 15.5855)  1.177
C (13.5286, 17.6159, 16.3531)  1.681
C (14.8098, 17.8813, 17.1758)  -0.360
C (16.1513, 17.9197, 16.3599)  -1.226
H (12.9890, 17.3079, 13.0683)  -0.167
H (11.7743, 18.0352, 14.1785)  -0.137
H (11.3021, 16.8782, 12.9463)  0.311
H (11.5104, 15.9746, 15.4438)  -0.060
H (12.4348, 14.9940, 14.2505)  -0.102
H (14.4985, 16.3819, 14.9128)  -0.994
H (13.8140, 15.4414, 16.2159)  -0.377
H (13.4835, 18.4849, 15.6559)  -0.696
H (12.6453, 17.6574, 16.9944)  -0.420
H (14.6251, 18.8100, 17.7189)  0.557
H (15.0262, 17.0846, 17.8973)  0.155
H (16.8304, 18.5426, 16.9300)  0.684
H (16.6513, 16.9543, 16.1870)  0.150
H (16.0795, 18.4278, 15.3829)  -0.181

## Properties
frontier orbital gap = 11.4 eV
total charge = 0
E_HOMO = -0.390 hartree
SMILES = CCCCCC.CCCCCC.CCCCCC.CCCCCC.CCCCCC.CCCCCC.CCCCCC.CCCCCC.CCCCCC.CCCCCC

---

Relative energy of each structure, in kcal/mol: A 40.6; B 0.0.